The following is a DFT calculation (the ωB97M-V functional and the def2-TZVPD basis) of the molecule C16H12F3N3OS2 in a non-equilibrium geometry.

Calculated values
Energy above the lowest of the compared OMol25 structures with the same formula, charge and spin, kcal per mole: 1.2
Highest occupied orbital energy, eV: -8.25
Molar mass, g mol⁻¹: 383.4
DFT total energy, Ha: -1952.4599
SMILES: O=C(NCc1csc(-c2cccs2)n1)Nc1ccc(C(F)(F)F)cc1

Structure (ORCA input):
```
! RIJCOSX wB97M-V def2-TZVPD def2/J DEFGRID3
* xyz 0 1
O 2.800 1.295 1.951
C 1.744 1.390 1.365
N 0.606 0.733 1.726
C 0.694 -0.291 2.754
C 1.223 -1.577 2.193
C 2.526 -1.979 2.239
S 2.729 -3.474 1.423
C 1.005 -3.448 1.057
C 0.367 -4.487 0.319
C -0.963 -4.560 -0.017
C -1.276 -5.717 -0.749
C -0.192 -6.513 -0.962
S 1.240 -5.865 -0.276
N 0.391 -2.406 1.521
N 1.646 2.211 0.249
C 0.552 2.720 -0.427
C 0.729 3.151 -1.745
C -0.322 3.676 -2.466
C -1.573 3.789 -1.874
C -2.745 4.334 -2.633
F -2.418 4.841 -3.829
F -3.378 5.316 -1.963
F -3.681 3.391 -2.867
C -1.758 3.391 -0.555
C -0.706 2.865 0.166
H -0.086 0.567 1.011
H -0.306 -0.448 3.161
H 1.367 0.080 3.528
H 3.354 -1.475 2.692
H -1.668 -3.799 0.262
H -2.264 -5.952 -1.103
H -0.146 -7.447 -1.486
H 2.553 2.507 -0.089
H 1.704 3.069 -2.202
H -0.174 3.999 -3.485
H -2.726 3.507 -0.092
H -0.849 2.604 1.202
*
```

Here is what natural (NBO) gives for the atomic charges, in e:
1. O -0.642
2. C 0.794
3. N -0.630
4. C -0.244
5. C 0.103
6. C -0.426
7. S 0.401
8. C 0.065
9. C -0.280
10. C -0.196
11. C -0.257
12. C -0.397
13. S 0.452
14. N -0.446
15. N -0.627
16. C 0.172
17. C -0.252
18. C -0.146
19. C -0.190
20. C 0.976
21. F -0.323
22. F -0.326
23. F -0.328
24. C -0.169
25. C -0.221
26. H 0.403
27. H 0.219
28. H 0.237
29. H 0.257
30. H 0.237
31. H 0.228
32. H 0.238
33. H 0.414
34. H 0.216
35. H 0.233
36. H 0.230
37. H 0.225



The following is a DFT calculation (the ωB97M-V functional and the def2-TZVPD basis) of a cluster of 6 separate species, C2H12NO4 in total in a non-equilibrium geometry.

Calculated values
Energy above the lowest of the compared OMol25 structures with the same formula, charge and spin, kcal per mole: 240.5
Highest occupied orbital energy, eV: -12.04
Molar mass, g mol⁻¹: 114.1
DFT total energy, Ha: -438.4997

Structure (ORCA input):
```
! RIJCOSX wB97M-V def2-TZVPD def2/J DEFGRID3
* xyz 1 1
O 2.266 -0.403 0.077
C 2.947 -1.053 -0.650
C 4.330 -1.571 -0.282
N 4.674 -1.559 1.086
H 2.588 -1.330 -1.668
H 4.619 -2.566 -0.742
H 4.940 -0.767 -0.773
H 4.529 -0.639 1.514
H 4.584 0.023 -2.086
H 4.303 -2.288 1.673
H 4.553 1.522 -1.558
H 4.766 3.093 -1.500
O 4.547 2.337 -0.929
H 4.519 1.990 0.806
H 4.538 2.100 2.376
O 4.485 1.456 1.642
H -21.673 -0.383 -0.148
H -22.533 -0.133 0.993
O -22.982 0.170 0.169
*
```

Here is what natural (NBO) gives for the atomic charges, in e:
1. O -0.320
2. C 0.388
3. C -0.265
4. N -0.599
5. H 0.241
6. H 0.281
7. H 0.239
8. H 0.442
9. H 0.137
10. H 0.425
11. H 0.436
12. H 0.510
13. O -0.913
14. H 0.506
15. H 0.497
16. O -1.004
17. H 0.397
18. H 0.444
19. O -0.841



The following is a DFT calculation (the ωB97M-V functional and the def2-TZVPD basis) of a cluster of 2 separate species, C4H12N2O in total in a non-equilibrium geometry.

Calculated values
<S²>: 2.007
Energy above the lowest of the compared OMol25 structures with the same formula, charge and spin, kcal per mole: 16.7
Highest occupied orbital energy (spin up / spin down), eV: -8.30 / -9.31
Molar mass, g mol⁻¹: 104.2
DFT total energy, Ha: -344.1753

Structure (ORCA input):
```
! RIJCOSX wB97M-V def2-TZVPD def2/J DEFGRID3
* xyz 0 3
C -0.905 -0.494 0.132
C 2.304 -2.026 1.041
C -1.177 1.982 -0.248
C -0.222 0.867 0.313
N 1.594 -1.608 -0.226
N -1.980 1.990 -1.526
O 2.008 -1.758 -1.356
H -1.922 -0.431 0.779
H -1.151 -0.879 -0.885
H -0.252 -1.403 0.432
H 1.671 -1.628 1.836
H 2.584 -3.064 1.101
H 3.264 -1.422 0.978
H -1.941 2.060 0.479
H 0.671 0.860 -0.299
H -0.437 2.857 -0.203
H 0.026 1.083 1.375
H -2.737 1.399 -1.475
H -1.397 1.615 -2.247
*
```

Here is what natural (NBO) gives for the atomic charges, in e:
1. C -0.628
2. C -0.475
3. C -0.215
4. C -0.428
5. N 0.052
6. N -0.809
7. O -0.238
8. H 0.190
9. H 0.216
10. H 0.221
11. H 0.226
12. H 0.218
13. H 0.214
14. H 0.178
15. H 0.198
16. H 0.179
17. H 0.210
18. H 0.349
19. H 0.344